{
  "formula": "C13H35BCl14NO2",
  "method": "ωB97M-V with the def2-TZVPD basis set",
  "elements": ["C", "C", "C", "O", "C", "N", "H", "H", "H", "H", "H", "H", "H", "H", "H", "H", "H", "H", "C", "C", "O", "H", "H", "H", "H", "H", "B", "H", "H", "H", "H", "C", "Cl", "Cl", "H", "H", "C", "Cl", "Cl", "H", "H", "C", "Cl", "Cl", "H", "H", "C", "Cl", "Cl", "H", "H", "C", "Cl", "Cl", "H", "H", "C", "Cl", "Cl", "H", "H", "C", "Cl", "Cl", "H", "H"],
  "xyz": [[-10.5771, -11.5455, 1.3586], [-10.8889, -11.5381, -0.1082], [-10.9895, -10.1534, -0.7756], [-11.2944, -10.3593, -2.1093], [-11.0537, -9.2446, -2.9493], [-9.7577, -12.3101, -0.8080], [-8.9017, -11.8184, -0.5945], [-9.6755, -13.2678, -0.4979], [-9.7780, -12.2830, -1.8174], [-11.3029, -10.9698, 1.9329], [-9.6117, -11.1057, 1.6088], [-10.4896, -12.5602, 1.7470], [-11.7538, -12.1611, -0.3360], [-10.1767, -9.4370, -0.6559], [-11.8907, -9.6806, -0.3852], [-10.0171, -9.2731, -3.2851], [-11.1747, -8.2619, -2.4935], [-11.6056, -9.3242, -3.8858], [-5.7382, -9.8885, -2.1576], [-6.1556, -11.0951, -1.2722], [-7.1298, -10.8110, -0.3179], [-6.5245, -9.5505, -2.8326], [-4.9642, -10.1940, -2.8617], [-5.4299, -8.9694, -1.6593], [-5.2437, -11.5508, -0.8863], [-6.5234, -11.8248, -1.9936], [-9.7890, -15.2147, 0.0634], [-9.5277, -16.2458, -0.1178], [-10.3733, -15.1441, 0.9678], [-8.9138, -14.5934, 0.1740], [-10.3853, -14.7598, -0.7123], [-7.3284, -17.5385, 0.7498], [-7.4163, -18.4203, -0.7776], [-5.8031, -17.9950, 1.5160], [-7.4031, -16.4654, 0.5742], [-8.1479, -17.9191, 1.3596], [-13.1302, -15.3837, 0.5933], [-13.4821, -14.4615, -0.9154], [-12.9030, -14.2900, 2.0552], [-13.9760, -16.0276, 0.8343], [-12.2650, -16.0278, 0.4363], [-7.0298, -15.2411, -2.6532], [-6.6665, -16.2745, -4.0352], [-5.4921, -14.9734, -1.7549], [-7.4260, -14.2821, -2.9871], [-7.7903, -15.8082, -2.1164], [-11.5565, -13.6133, -4.4282], [-12.4495, -12.0605, -4.6472], [-9.7856, -13.4406, -4.3012], [-11.9118, -14.1873, -3.5724], [-11.7907, -14.3528, -5.1940], [-10.3567, -17.3742, 2.8134], [-9.2363, -18.1631, 4.0043], [-11.4045, -18.6165, 2.0045], [-10.9878, -16.6649, 3.3487], [-9.8333, -16.7657, 2.0759], [-11.0236, -17.8995, -1.6035], [-12.3290, -19.1054, -1.6006], [-10.1487, -17.9439, -3.1100], [-11.4477, -16.9111, -1.4266], [-10.2449, -18.0991, -0.8674], [-7.4224, -13.8853, 2.3439], [-7.0342, -15.1825, 3.5065], [-7.1232, -12.2271, 3.0260], [-6.8298, -14.0327, 1.4410], [-8.4633, -13.9056, 2.0213]],
  "nbo_charge": [-0.651, -0.050, -0.076, -0.557, -0.259, -0.750, 0.477, 0.485, 0.423, 0.220, 0.253, 0.236, 0.221, 0.209, 0.167, 0.183, 0.172, 0.192, -0.631, -0.026, -1.003, 0.173, 0.174, 0.187, 0.106, 0.077, -0.842, -0.027, -0.023, -0.028, -0.029, -0.393, -0.042, -0.035, 0.248, 0.217, -0.350, -0.049, -0.062, 0.219, 0.248, -0.383, -0.046, -0.036, 0.218, 0.244, -0.395, -0.028, -0.027, 0.232, 0.224, -0.380, -0.050, -0.061, 0.225, 0.265, -0.406, -0.054, -0.023, 0.229, 0.247, -0.380, -0.046, -0.045, 0.232, 0.237],
  "gap_ev": 6.1,
  "e_tot_ev": -195622.1262,
  "charge": -1,
  "lumo_ev": 2.08,
  "largest_force_ev_per_a": 4.318
}

***

{
  "formula": "C13H36BrN3O3",
  "method": "ωB97M-V with the def2-TZVPD basis set",
  "elements": ["Br", "C", "C", "O", "N", "H", "H", "C", "H", "H", "H", "H", "H", "H", "C", "N", "C", "C", "C", "C", "O", "H", "H", "H", "H", "H", "H", "H", "H", "H", "H", "H", "H", "H", "H", "C", "N", "C", "C", "C", "C", "O", "H", "H", "H", "H", "H", "H", "H", "H", "H", "H", "H", "H", "H", "H"],
  "xyz": [[7.2906, 7.5302, -13.8543], [6.0083, 7.1123, -10.6424], [4.8732, 6.6791, -11.5289], [3.7742, 6.5829, -11.0736], [5.1822, 6.2703, -12.9531], [6.0764, 6.6404, -13.2422], [5.3823, 5.2870, -13.0675], [4.1102, 6.6713, -14.0013], [5.7762, 7.0391, -9.5800], [6.2989, 8.1554, -10.7667], [6.8752, 6.4806, -10.8361], [3.8491, 7.7183, -13.8471], [3.3346, 5.9117, -14.0991], [4.7264, 6.8185, -14.8883], [9.3643, 3.1032, -14.9698], [8.1650, 4.0934, -14.8908], [8.2764, 5.0960, -16.0494], [6.9259, 3.1742, -15.1853], [7.9744, 4.8000, -13.5265], [9.2456, 5.5177, -12.9893], [9.6271, 6.6631, -13.6924], [9.3675, 2.5429, -15.9047], [9.2896, 2.3666, -14.1699], [10.2522, 3.6909, -14.7365], [9.1070, 5.7113, -15.7035], [7.3565, 5.6745, -15.9645], [8.5577, 4.7044, -17.0269], [5.9993, 3.7480, -15.2045], [6.7921, 2.3709, -14.4608], [7.0320, 2.7998, -16.2034], [7.5913, 4.0536, -12.8306], [7.1340, 5.4624, -13.7342], [10.1310, 4.9058, -12.8167], [8.9975, 5.9118, -12.0038], [8.9516, 7.3303, -13.5507], [5.3749, 8.9553, -16.3806], [6.5031, 9.5506, -17.1957], [6.5722, 8.8792, -18.5616], [6.3553, 11.0454, -17.3830], [7.8152, 9.1922, -16.5527], [8.3088, 10.0628, -15.3371], [7.4323, 9.9550, -14.3063], [4.4431, 8.9831, -16.9455], [5.2661, 9.6630, -15.5587], [5.5887, 7.9063, -16.1756], [5.4997, 8.7618, -18.7168], [7.0852, 7.9179, -18.5891], [7.0183, 9.5511, -19.2948], [5.6237, 11.2195, -18.1721], [7.3289, 11.5218, -17.4983], [5.9138, 11.4803, -16.4863], [8.6383, 9.3708, -17.2447], [7.9096, 8.1112, -16.4498], [8.5529, 11.0942, -15.5914], [9.2554, 9.7524, -14.8947], [7.5141, 9.1279, -13.8260]],
  "nbo_charge": [-0.458, -0.736, 0.702, -0.425, -0.633, 0.357, 0.419, -0.416, 0.285, 0.277, 0.223, 0.251, 0.258, 0.203, -0.413, -0.214, -0.433, -0.410, -0.262, -0.123, -0.739, 0.245, 0.236, 0.240, 0.261, 0.209, 0.249, 0.207, 0.245, 0.241, 0.228, 0.206, 0.230, 0.206, 0.433, -0.416, -0.217, -0.398, -0.418, -0.266, -0.099, -0.759, 0.227, 0.261, 0.217, 0.219, 0.231, 0.249, 0.241, 0.249, 0.243, 0.231, 0.225, 0.207, 0.211, 0.413],
  "de_lowest_ev": 6.6037,
  "gap_ev": 9.3,
  "e_tot_ev": -94698.8698,
  "charge": 2,
  "lumo_ev": -5.40,
  "largest_force_ev_per_a": 5.092
}

***

{
  "formula": "C13H36ClDyIP3",
  "method": "ωB97M-V with the def2-TZVPD basis set",
  "elements": ["C", "I", "H", "H", "H", "Dy", "P", "C", "C", "H", "H", "H", "H", "H", "H", "C", "H", "H", "H", "P", "C", "C", "H", "H", "H", "C", "H", "H", "H", "H", "H", "H", "Cl", "C", "C", "P", "C", "C", "C", "C", "H", "H", "H", "H", "H", "H", "H", "H", "H", "H", "H", "H", "H", "H", "H"],
  "xyz": [[-1.2024, 0.9560, -3.6717], [1.0662, 2.2588, -2.7305], [-1.9543, 0.1403, -3.4746], [-0.6073, 0.7307, -4.5587], [-1.7081, 1.9150, -3.8200], [-0.7196, 0.3415, -1.5216], [0.9779, -1.8672, -2.0547], [2.6706, -1.5607, -2.6806], [1.2267, -3.4436, -1.1877], [1.5794, -4.1724, -1.9264], [0.7282, -3.3551, -3.9253], [0.2868, -3.7873, -0.7456], [-0.8894, -2.7099, -3.4344], [3.3179, -1.2543, -1.8466], [1.9771, -3.3604, -0.3961], [0.1681, -2.4602, -3.6115], [3.0426, -2.4941, -3.1260], [0.2198, -1.6912, -4.3977], [2.6477, -0.7546, -3.4262], [-2.3398, 2.0448, 0.0911], [-1.8451, 3.7991, 0.2773], [-3.8758, 2.2714, -0.8838], [-3.4399, 0.7474, 1.8254], [-3.8586, 2.4849, 1.8980], [-2.2952, 1.9096, 2.5321], [-3.0461, 1.7650, 1.7475], [-4.3317, 1.2987, -1.1015], [-4.5588, 2.8922, -0.2921], [-2.6935, 4.3451, 0.7156], [-1.5995, 4.2158, -0.7077], [-3.6474, 2.7812, -1.8279], [-0.9653, 3.8807, 0.9304], [-2.6377, -1.3236, -1.3570], [-0.6824, -2.0840, 2.8296], [-0.2524, -0.6269, 2.6472], [0.7779, -0.4406, 1.1277], [1.1498, 1.3569, 0.8896], [2.1925, 1.9208, 1.8317], [2.3893, -1.1976, 1.6384], [2.7627, -1.1228, 3.1154], [-1.2272, -2.4452, 1.9570], [-1.3648, -2.1358, 3.6796], [0.1172, -2.8115, 2.9989], [-1.1593, -0.0092, 2.5302], [0.3268, -0.2475, 3.4992], [1.5317, 1.4917, -0.1532], [0.2160, 1.9274, 1.0116], [3.1612, 1.4330, 1.6981], [2.3381, 2.9973, 1.6661], [1.8982, 1.8118, 2.8776], [2.3441, -2.2643, 1.3486], [3.1593, -0.7358, 1.0009], [2.0728, -1.6955, 3.7324], [3.7624, -1.5587, 3.2292], [2.7926, -0.1072, 3.5323]],
  "lowdin_charge": [-0.331, 0.705, 0.002, 0.010, 0.023, 0.499, 0.683, -0.256, -0.245, 0.068, 0.068, 0.062, 0.037, 0.049, 0.035, -0.252, 0.070, 0.047, 0.034, 0.682, -0.255, -0.259, 0.058, 0.066, 0.050, -0.256, 0.038, 0.065, 0.070, 0.049, 0.052, 0.046, -0.079, -0.130, -0.372, 0.951, -0.477, -0.127, -0.377, -0.121, 0.068, 0.091, 0.077, 0.055, 0.091, -0.036, 0.024, 0.079, 0.095, 0.081, 0.068, 0.085, 0.071, 0.099, 0.071],
  "de_lowest_ev": 1.5482,
  "s_squared": 9.766,
  "gap_ev": [5.6, 4.1],
  "multiplicity": 6,
  "e_tot_ev": -86623.4007,
  "charge": 2,
  "lumo_ev": [-9.66, -10.49],
  "largest_force_ev_per_a": 3.745
}

***

{
  "formula": "C13H36ClIP3Rh",
  "method": "ωB97M-V with the def2-TZVPD basis set",
  "elements": ["C", "I", "H", "H", "H", "Rh", "P", "C", "C", "H", "H", "H", "H", "H", "H", "C", "H", "H", "H", "P", "C", "C", "H", "H", "H", "C", "H", "H", "H", "H", "H", "H", "Cl", "C", "C", "P", "C", "C", "C", "C", "H", "H", "H", "H", "H", "H", "H", "H", "H", "H", "H", "H", "H", "H", "H"],
  "xyz": [[2.0292, 0.0131, -0.0088], [-1.9186, -1.7313, 1.0847], [2.6862, -0.6462, -0.6267], [2.3182, 0.0862, 1.0256], [2.1978, 0.9937, -0.5366], [0.1924, -0.3456, -1.3467], [0.7455, -2.4322, 1.0168], [0.2656, -2.2094, 2.8062], [0.0318, -4.1314, 0.8621], [0.3592, -4.7221, 1.7426], [2.6280, -3.4390, 2.2361], [0.3500, -4.5797, -0.0740], [3.0351, -3.2229, 0.4890], [-0.8022, -1.8868, 2.8849], [-1.0674, -4.0743, 0.8671], [2.5578, -2.7691, 1.3704], [0.3747, -3.1300, 3.2983], [3.0577, -1.8325, 1.6022], [0.8807, -1.4279, 3.2821], [-0.1148, -0.2113, -3.3644], [-1.0522, 1.3122, -3.3449], [1.5867, 0.0077, -3.8990], [-0.5043, -2.5287, -3.7473], [-1.3037, -1.3641, -4.8997], [-1.9961, -1.6975, -3.2527], [-1.0921, -1.6082, -3.8533], [2.0824, -0.9721, -3.9242], [1.4457, 0.4356, -4.8836], [-1.3134, 1.3773, -4.3831], [-0.4295, 2.1398, -3.0006], [2.1495, 0.6703, -3.2431], [-1.9219, 1.2249, -2.6905], [1.0743, -2.7215, -1.8317], [-0.6595, 3.7106, -0.9047], [0.2363, 2.9445, 0.1051], [-0.3897, 1.1950, 0.5431], [0.2546, 0.9212, 2.2987], [0.4221, 2.1708, 3.1305], [-2.2026, 1.4169, 0.8540], [-2.9680, 0.9425, 2.1141], [-0.0630, 3.8418, -1.8256], [-0.9337, 4.7109, -0.5276], [-1.5620, 3.1631, -1.1513], [1.2155, 2.7887, -0.3521], [0.4325, 3.5490, 0.9811], [-0.4796, 0.2791, 2.7995], [1.2008, 0.3440, 2.3154], [-0.5072, 2.7555, 3.2123], [0.7394, 1.9587, 4.1737], [1.1965, 2.8355, 2.7397], [-2.3264, 2.4823, 0.7111], [-2.6192, 0.9624, -0.0397], [-2.6903, 1.5416, 3.0058], [-4.0250, 1.0601, 1.8505], [-2.8039, -0.1509, 2.3095]],
  "nbo_charge": [-0.829, 0.321, 0.236, 0.211, 0.210, 0.485, 1.173, -0.955, -0.985, 0.251, 0.261, 0.275, 0.274, 0.209, 0.247, -0.952, 0.267, 0.244, 0.263, 1.342, -0.978, -0.973, 0.309, 0.262, 0.279, -0.982, 0.304, 0.276, 0.272, 0.272, 0.275, 0.270, -0.523, -0.624, -0.706, 0.960, -0.703, -0.633, -0.759, -0.619, 0.219, 0.257, 0.199, 0.231, 0.257, 0.231, 0.223, 0.222, 0.254, 0.222, 0.263, 0.224, 0.234, 0.252, 0.185],
  "de_lowest_ev": 4.9446,
  "s_squared": 6.031,
  "gap_ev": [6.3, 5.6],
  "multiplicity": 5,
  "e_tot_ev": -65540.8270,
  "charge": 2,
  "lumo_ev": [-7.49, -9.64],
  "largest_force_ev_per_a": 7.276
}